This record from OMol25 describes a cluster of 2 separate species, C25H28BF3O3 in total at a distorted geometry. The level of theory is the ωB97M-V functional and the def2-TZVPD basis.

Each atom is followed by the atoms it is bonded to, with distances in Å.
Atoms and positions in Å:
1 H 3.8826 1.1987 -0.7151  C46 1.101
2 H -3.7528 0.2624 2.5819  C21 1.085
3 H 1.8318 -2.5555 1.6190  C35 1.097
4 H 1.9895 2.8145 1.5752  C17 1.120
5 H -1.7301 -3.1596 1.7006  C56 1.081
6 H 4.7810 -0.1750 1.7280  C24 1.092
7 H -0.1924 1.7049 1.9207  C25 1.107
8 H -1.2283 -0.3813 2.4516  C26 1.076
9 C 2.4627 -1.9438 -0.9274  H14 1.099, H31 1.100, C34 1.517, H39 1.103
10 C 1.6624 3.5669 -0.4037  C17 1.443, H44 1.094, C55 1.368
11 O 1.5396 0.2420 1.6024  C15 1.435, B47 1.449
12 H -2.0049 1.9947 0.6389  C30 1.087
13 C -1.3768 -3.9603 -2.9339  H23 1.095, H48 1.088, H51 1.095, C54 1.455
14 H 1.5699 -2.4350 -0.5156  C9 1.099
15 C 2.6886 -0.5472 1.2596  O11 1.435, C24 1.530, C34 1.599, C35 1.521
16 H 1.3069 5.1284 -1.7580  C55 1.103
17 C 1.4334 2.5869 0.6302  H4 1.120, C10 1.443, C25 1.591, B47 1.521
18 H -2.5033 3.8181 -0.5327  C57 1.095
19 C -1.8065 0.2234 -0.7999  H28 1.076, C32 1.421, C58 1.384
20 F -5.8471 0.7869 1.6593  C37 1.365
21 C -3.1964 0.1869 1.6534  H2 1.085, C26 1.380, C40 1.405
22 C -1.6551 -4.1170 -0.3489  H50 1.088, C54 1.380, C56 1.435
23 H -0.4284 -3.7218 -3.4257  C13 1.095
24 C 3.8032 0.2773 1.9065  H6 1.092, C15 1.530, H53 1.099, H59 1.098
25 C 0.0103 1.9124 0.8529  H7 1.107, C17 1.591, C30 1.398, B47 1.703
26 C -1.8851 -0.2419 1.6111  H8 1.076, C21 1.380, C32 1.418
27 H 3.7342 0.0725 -2.0738  C46 1.098
28 H -1.1290 0.4120 -1.6137  C19 1.076
29 H 2.6018 -1.8098 3.0281  C35 1.100
30 C -1.1133 2.4656 0.2326  H12 1.087, C25 1.398, C57 1.374
31 H 2.3529 -1.8821 -2.0206  C9 1.100
32 C -1.3845 -0.5441 0.3196  C19 1.421, C26 1.418, C45 1.389
33 H 4.8004 -0.3586 -0.6994  C46 1.093
34 C 2.6671 -0.5605 -0.3389  C9 1.517, C15 1.599, O41 1.458, C46 1.528
35 C 2.6607 -1.9100 1.9340  H3 1.097, C15 1.521, H29 1.100, H42 1.100
36 O -1.1575 -2.1677 -1.3728  C45 1.380, C54 1.363
37 C -5.2535 0.9225 0.4377  F20 1.365, F38 1.376, C40 1.499, F49 1.369
38 F -5.3618 2.2414 0.0597  C37 1.376
39 H 3.3551 -2.5489 -0.6955  C9 1.103
40 C -3.8122 0.5092 0.4329  C21 1.405, C37 1.499, C58 1.401
41 O 1.5726 0.3198 -0.7298  C34 1.458, B47 1.389
42 H 3.6101 -2.4182 1.7092  C35 1.100
43 H -3.6550 0.9451 -1.6868  C58 1.090
44 H 2.7247 3.8142 -0.4853  C10 1.094
45 C -1.3290 -1.8864 -0.0331  C32 1.389, O36 1.380, C56 1.391
46 C 3.8665 0.1314 -0.9853  H1 1.101, H27 1.098, H33 1.093, C34 1.528
47 B 1.4331 1.0795 0.4249  O11 1.449, C17 1.521, C25 1.703, O41 1.389
48 H -1.5119 -5.0403 -2.9266  C13 1.088
49 F -5.9707 0.1910 -0.4711  C37 1.369
50 H -1.9086 -5.1643 -0.1996  C22 1.088
51 H -2.1774 -3.5125 -3.5325  C13 1.095
52 C -0.5860 4.4237 -1.1813  C55 1.408, C57 1.375, H60 1.106
53 H 3.7721 1.3177 1.5533  C24 1.099
54 C -1.4089 -3.4943 -1.5556  C13 1.455, C22 1.380, O36 1.363
55 C 0.8200 4.3661 -1.1264  C10 1.368, H16 1.103, C52 1.408
56 C -1.5288 -3.0861 0.6412  H5 1.081, C22 1.435, C45 1.391
57 C -1.4370 3.5679 -0.5219  H18 1.095, C30 1.374, C52 1.375
58 C -3.1433 0.5830 -0.7956  C19 1.384, C40 1.401, H43 1.090
59 H 3.6070 0.3086 2.9869  C24 1.098
60 H -1.0646 5.2466 -1.7448  C52 1.106

Output
Largest force on an atom = 0.087 Eh/bohr
Energy relative to the best compared isomer or geometry (same formula, charge and spin) = 269.5 kJ/mol
Lowest unoccupied orbital energy = -1.37 eV

Mulliken atomic charge list, values in e, 4 entries:
1 H 0.211
2 H 0.471
3 H 0.264
4 H 0.512